*a*
Molecular formula: C2H8NO2P
Method: DFT, the ωB97M-V functional and the def2-TZVPD basis

Computed properties:
LUMO level (alpha / beta)	0.020 / 0.372	eV
E_HOMO (alpha / beta)	-0.2860 / -0.2561	Eh
Kohn-Sham gap (alpha / beta)	7.80 / 7.34	eV
total charge	0

```
14
Properties=species:S:1:pos:R:3:nbo_charge:R:1
C 0.02927 -1.79432 1.64102 -0.428
C 0.48842 2.43121 -0.34376 -0.101
N 0.20752 -0.45627 1.06754 -0.938
O -0.06822 -0.33736 -2.80863 -0.929
O -0.48462 2.01005 0.48579 -0.749
P -1.10416 0.75260 1.20433 0.920
H 1.01898 -2.25568 1.84227 0.199
H -0.60942 -1.95246 2.54446 0.210
H -0.36922 -2.44994 0.88036 0.180
H 1.43313 1.98496 -0.57223 0.171
H 0.33419 3.48932 -0.60567 0.158
H -0.65507 0.02118 -2.16252 0.461
H 0.54446 -0.55430 0.13967 0.379
H -0.76525 -0.88900 -3.31265 0.467
```

=====

*b*
Molecular formula: C2H8NO2P
Method: DFT, the ωB97M-V functional and the def2-TZVPD basis

Computed properties:
LUMO level	0.570	eV
structure (SMILES)	[H]/N=P/OC.[H][H].C=O
E_HOMO	-0.3513	Eh
Kohn-Sham gap	10.13	eV
total charge	0

```
14
Properties=species:S:1:pos:R:3:nbo_charge:R:1
H -1.14226 -0.24507 -2.92361 0.368
N -1.44837 -0.14935 -2.01896 -1.210
P -0.29813 -0.26116 -0.95575 1.326
O -1.05610 -0.09974 0.44571 -0.808
C -2.43247 0.03026 0.50163 -0.274
H -2.43281 1.01780 0.91854 0.189
H -2.92739 -0.75545 1.12538 0.182
H -2.78962 -0.04597 -0.49340 0.224
H 2.74738 3.67832 -0.60569 0.002
H 2.39398 3.01882 -0.80464 -0.003
C 2.35872 -1.54943 1.17584 0.295
O 1.72734 -2.20782 0.43864 -0.490
H 3.37162 -1.79029 1.58292 0.100
H 1.92813 -0.64094 1.61338 0.097
```

=====

The structure with the greatest stability is *b*.